(1)
A cluster of 6 separate species, C3H18O6 in total, computed with wB97M-V/def2-TZVPD.

Structure (XYZ):
```
27
Properties=species:S:1:pos:R:3:forces:R:3
C -2.68531 -0.64322 -1.61201 -0.2 0.1 -0.1
O -3.27858 0.64931 -1.77938 0.2 -0.3 -0.1
H -2.92769 -1.31740 -2.43585 0.0 0.0 0.0
H -1.59939 -0.53724 -1.59275 0.0 0.0 0.1
H -3.03350 -1.10916 -0.68886 0.1 0.0 0.0
H -3.93914 0.58152 -2.47161 0.0 0.1 0.0
C -0.15613 3.23008 -1.19695 0.4 0.5 -0.1
O 0.82043 3.72336 -2.12839 -0.2 -0.2 0.3
H -1.12158 3.68302 -1.41706 -0.1 -0.2 -0.1
H -0.21573 2.14343 -1.21388 -0.2 0.0 0.0
H 0.13503 3.54895 -0.19360 0.0 -0.1 0.0
H 1.10136 3.00087 -2.69261 0.0 0.0 0.0
C 2.62983 0.70834 0.91971 -0.2 -0.2 0.1
O 2.37177 -0.63913 0.49737 -0.2 0.1 0.3
H 3.35726 1.18840 0.26911 0.0 0.1 0.0
H 1.67316 1.22629 0.86791 0.1 0.1 -0.2
H 2.94298 0.75717 1.96570 0.2 -0.1 -0.1
H 3.11278 -1.20625 0.72690 0.1 0.1 -0.1
O -0.46172 -0.75470 1.19475 -0.1 0.1 0.1
H 0.50313 -0.75473 1.12132 0.0 -0.2 -0.2
H -0.76063 -0.17871 0.48456 -0.1 0.0 0.0
O -1.77009 -3.49053 0.82341 -0.2 0.0 -0.1
H -1.72127 -2.59149 1.17063 0.2 0.0 0.1
H -1.05268 -3.52258 0.18483 0.1 0.0 0.0
O 1.75953 -2.78417 3.24522 0.0 0.0 0.0
H 2.70027 -2.96269 3.16086 0.0 0.0 0.0
H 1.61593 -1.94875 2.79067 -0.1 0.0 0.0
```
Positions in Å, forces in eV/Å.

Values from the calculation:
LUMO: 0.005 hartree
SMILES string: CO.CO.CO.O.O.O
E: -15686.4160 eV
Energy above the lowest of the compared OMol25 structures with the same formula, charge and spin: 49.9 kcal/mol
HOMO: -10.54 eV

In elementary charge units, the Löwdin charges are: -0.153, -0.124, 0.083, 0.063, 0.074, 0.069, -0.146, -0.127, 0.077, 0.063, 0.073, 0.065, -0.119, -0.142, 0.083, 0.069, 0.087, 0.085, -0.046, -0.003, 0.022, -0.069, -0.002, 0.026, -0.043, 0.031, 0.005


(2)
A cluster of 2 separate species, C5H8S2 in total in a non-equilibrium geometry, computed with wB97M-V/def2-TZVPD.

Structure (XYZ):
```
15
Properties=species:S:1:pos:R:3:forces:R:3
C -2.35512 -0.53906 0.56814 -0.1 0.9 1.8
C -0.69923 1.00352 0.01589 -2.0 1.5 0.2
C 0.74054 -0.27236 -1.54212 -1.6 -0.2 0.6
C 1.11186 -0.23032 1.09955 0.8 1.0 -0.7
C 0.63287 0.54311 -0.22035 2.1 -1.8 1.1
S -2.90468 -1.83440 -0.12516 0.4 -0.4 -1.0
S -1.28240 2.45949 0.15011 -0.2 -0.6 0.0
H -2.72715 -0.04114 1.48428 0.9 0.4 -1.0
H -0.03415 -1.13023 -1.54547 1.2 1.4 -0.1
H 0.46243 0.50199 -2.32255 0.8 -1.4 0.3
H 1.75143 -0.71256 -1.56532 -0.4 0.4 -0.6
H 0.34380 -0.44979 1.82277 -0.4 -0.6 -0.2
H 1.75076 -1.04533 0.80202 -0.4 -0.9 0.0
H 1.83026 0.38382 1.64454 -0.2 0.5 -0.1
H 1.37880 1.36325 -0.26632 -0.8 0.0 -0.3
```
Positions in Å, forces in eV/Å.

Values from the calculation:
LUMO (alpha / beta): -0.019 / -0.074 hartree
Multiplicity: 3
E: -26979.3094 eV
Expectation value of S²: 2.024
Energy above the lowest of the compared OMol25 structures with the same formula, charge and spin: 52.2 kcal/mol
HOMO (alpha / beta): -6.24 / -9.47 eV

In elementary charge units, the Löwdin charges are: -0.707, -0.665, -0.061, -0.041, -0.513, 0.583, 0.804, 0.001, 0.093, 0.098, 0.078, 0.063, 0.067, 0.070, 0.130


Copy entry 2 word for word.
A cluster of 2 separate species, C5H8S2 in total in a non-equilibrium geometry, computed with wB97M-V/def2-TZVPD.

Structure (XYZ):
```
15
Properties=species:S:1:pos:R:3:forces:R:3
C -2.35512 -0.53906 0.56814 -0.1 0.9 1.8
C -0.69923 1.00352 0.01589 -2.0 1.5 0.2
C 0.74054 -0.27236 -1.54212 -1.6 -0.2 0.6
C 1.11186 -0.23032 1.09955 0.8 1.0 -0.7
C 0.63287 0.54311 -0.22035 2.1 -1.8 1.1
S -2.90468 -1.83440 -0.12516 0.4 -0.4 -1.0
S -1.28240 2.45949 0.15011 -0.2 -0.6 0.0
H -2.72715 -0.04114 1.48428 0.9 0.4 -1.0
H -0.03415 -1.13023 -1.54547 1.2 1.4 -0.1
H 0.46243 0.50199 -2.32255 0.8 -1.4 0.3
H 1.75143 -0.71256 -1.56532 -0.4 0.4 -0.6
H 0.34380 -0.44979 1.82277 -0.4 -0.6 -0.2
H 1.75076 -1.04533 0.80202 -0.4 -0.9 0.0
H 1.83026 0.38382 1.64454 -0.2 0.5 -0.1
H 1.37880 1.36325 -0.26632 -0.8 0.0 -0.3
```
Positions in Å, forces in eV/Å.

Values from the calculation:
LUMO (alpha / beta): -0.019 / -0.074 hartree
Multiplicity: 3
E: -26979.3094 eV
Expectation value of S²: 2.024
Energy above the lowest of the compared OMol25 structures with the same formula, charge and spin: 52.2 kcal/mol
HOMO (alpha / beta): -6.24 / -9.47 eV

In elementary charge units, the Löwdin charges are: -0.707, -0.665, -0.061, -0.041, -0.513, 0.583, 0.804, 0.001, 0.093, 0.098, 0.078, 0.063, 0.067, 0.070, 0.130


Among the records above, which one has the lowest E? C5H8S2


The highest E belongs to which entry? C3H18O6


Which of these has the highest E? C3H18O6